# 1
# C44H34N12O3S2Sr

A molecular structure, C44H34N12O3S2Sr (the ωB97M-V functional and the def2-TZVPD basis, the OMol25 dataset).

Values from the calculation:
Relative energy (zero: lowest compared OMol25 entry of this formula, charge and spin)   0.000 eV
HOMO   -7.32 eV
HOMO-LUMO gap   7.016 eV
Total energy   -92713.008 eV

Each line ends with the Mulliken charge.
Atoms and positions in Å:
Sr -0.6086 1.8234 1.4990  1.707
C -3.2202 -1.0061 -2.2468  -0.884
N -2.4130 0.1795 -2.0253  1.380
C -1.5498 0.4156 -1.0435  1.215
N -1.0113 1.6199 -1.1865  -0.727
C -1.6113 2.0791 -2.3173  -0.561
N -2.4531 1.2340 -2.8671  -1.095
C -2.5926 -1.9825 -3.2122  0.505
C -3.4092 -2.7710 -4.0116  -1.005
C -2.8622 -3.7319 -4.8512  -0.716
C -1.4922 -3.9128 -4.9044  -1.096
C -0.6692 -3.1191 -4.1096  -0.194
C -1.2175 -2.1571 -3.2703  0.438
C 0.7772 -3.3264 -4.1607  0.707
N 1.4310 -4.2231 -4.8102  -0.550
N 2.7761 -4.0144 -4.5243  -0.526
C 2.8252 -3.0057 -3.7309  0.660
O 1.5949 -2.5000 -3.4537  -0.120
C 4.0066 -2.3885 -3.1280  0.080
C 5.2567 -2.9610 -3.3601  -1.122
C 6.3804 -2.3980 -2.7828  -0.751
C 6.2644 -1.2720 -1.9764  -0.911
C 5.0229 -0.6955 -1.7498  0.822
C 4.9122 0.5517 -0.9049  -1.169
N 3.7544 0.5324 -0.0343  0.823
C 2.6015 1.1906 -0.1530  -0.756
N 1.7778 0.8343 0.8142  0.961
C 2.5045 -0.0814 1.5138  -1.098
N 3.7071 -0.2924 1.0362  -0.929
C 3.8932 -1.2588 -2.3281  0.235
H -4.1863 -0.6680 -2.6166  0.548
H -3.3555 -1.4785 -1.2725  0.221
H -1.3696 -0.2931 -0.2446  -0.455
H -1.4197 3.0532 -2.7356  0.525
H -4.4836 -2.6342 -3.9776  0.468
H -3.5100 -4.3395 -5.4686  0.394
H -1.0462 -4.6569 -5.5497  0.544
H -0.5629 -1.5457 -2.6621  0.547
H 5.3268 -3.8411 -3.9845  0.555
H 7.3523 -2.8414 -2.9532  0.415
H 7.1469 -0.8451 -1.5152  0.417
H 4.8183 1.4372 -1.5363  0.263
H 5.7976 0.6743 -0.2838  0.431
H 2.3948 1.9085 -0.9311  0.456
H 2.1292 -0.5917 2.3868  0.544
H 2.9144 -0.8302 -2.1482  0.639
C 1.2246 6.1028 3.3478  -0.610
C 0.0655 6.8438 3.5436  -0.616
C -1.1361 6.3444 3.0729  -0.861
C -1.1717 5.1042 2.4259  1.212
C -0.0268 4.3025 2.2182  -0.744
C 1.1615 4.8729 2.7043  -0.524
C -2.4875 4.6284 1.9089  0.562
C -3.4722 5.5541 1.4495  -0.809
C -4.6295 5.1044 0.8988  -0.985
C -4.8708 3.7116 0.7946  1.427
C -6.0323 3.1565 0.2117  -0.824
C -6.1898 1.8010 0.1353  -0.715
C -5.1953 0.9433 0.6538  -0.572
C -4.0663 1.4565 1.2289  -0.404
C -3.8728 2.8587 1.2988  -0.127
N -2.7086 3.3300 1.8345  -0.378
H 2.1749 6.4846 3.7055  0.370
H 0.0959 7.7955 4.0592  0.373
H -2.0440 6.9144 3.2393  0.417
H 2.0971 4.3282 2.5849  0.304
H -3.2671 6.6133 1.5012  0.412
H -5.3682 5.8013 0.5195  0.428
H -6.7935 3.8237 -0.1748  0.396
H -7.0805 1.3802 -0.3124  0.408
H -5.3317 -0.1303 0.6133  0.536
H -3.3282 0.7854 1.6614  0.779
N 3.7870 -4.6566 0.6781  -0.549
C 2.5590 -4.0913 0.9729  0.649
C 1.9105 -3.2896 0.0278  -0.081
C 0.6810 -2.7328 0.3066  -0.013
C 0.0609 -2.9755 1.5278  -0.529
C 0.6791 -3.7991 2.4608  -0.795
C 1.9190 -4.3499 2.1867  -0.811
S -1.4294 -2.1328 1.9423  0.679
O -2.1681 -1.9535 0.7055  -0.533
O -2.0553 -2.8680 3.0119  -0.716
N -0.9746 -0.6751 2.3761  0.031
C -0.4984 -0.4001 3.6244  -0.091
S -0.4509 -1.4670 4.9974  -0.044
C 0.2895 -0.2115 5.9253  -0.291
C 0.4219 0.9018 5.1765  -0.969
N -0.0140 0.8005 3.8776  -0.078
H 4.3239 -4.1983 -0.0403  0.171
H 4.3424 -4.9530 1.4627  0.227
H 2.3913 -3.1032 -0.9242  0.166
H 0.1919 -2.1087 -0.4314  0.484
H 0.1774 -4.0028 3.3966  0.586
H 2.4003 -4.9909 2.9158  0.350
H 0.5537 -0.3668 6.9572  0.426
H 0.8326 1.8418 5.5140  0.444

# 2
# C43H56FeN7O2P2SSe2

A molecular structure, C43H56FeN7O2P2SSe2 (the ωB97M-V functional and the def2-TZVPD basis, the OMol25 dataset).

Values from the calculation:
HOMO (alpha / beta)   -2.69 / -4.72 eV
Charge   -1
HOMO-LUMO gap (alpha / beta)   4.229 / 6.729 eV
Total energy   -254524.458 eV
2S+1   5

Each line ends with the Löwdin spin population.
Atoms and positions in Å:
Fe -0.3990 -1.0611 -0.4254  3.110
C -0.8170 1.6604 1.6273  -0.004
P -0.3132 -0.0889 1.7230  -0.064
C 1.4693 0.0410 2.1627  0.059
N 1.7639 0.4318 3.4157  0.243
C 3.1021 0.5683 3.6967  0.026
C 3.4981 0.9401 4.9882  0.051
C 4.8354 1.1019 5.3108  0.051
C 5.8142 0.8935 4.3397  0.051
C 5.4464 0.5224 3.0568  0.051
C 4.1001 0.3490 2.7090  0.028
N 3.7704 -0.0214 1.4284  0.250
C 2.4514 -0.1797 1.1975  0.078
P 1.9614 -0.6192 -0.4858  0.031
C 3.1045 -1.9807 -0.9109  0.005
C 2.6351 0.7650 -1.5708  0.008
C 4.1513 0.6772 -1.7583  0.002
C 2.3137 2.0799 -0.8667  0.003
C 1.9563 0.7125 -2.9425  0.000
C -1.1743 -0.6151 3.3355  0.005
C -0.4743 -1.8296 3.9456  0.001
C -1.1532 0.5363 4.3557  -0.001
C -2.6414 -0.9598 3.0825  0.004
H -1.8993 1.7520 1.5292  0.001
H -0.3703 2.0894 0.7415  0.000
H -0.4562 2.1816 2.5123  -0.002
H 2.7199 1.1000 5.7256  0.001
H 5.1191 1.3896 6.3161  0.002
H 6.8612 1.0198 4.5881  0.002
H 6.1892 0.3547 2.2854  0.001
H 4.0912 -1.7006 -0.5447  0.000
H 3.1252 -2.1292 -1.9913  0.000
H 2.7752 -2.8943 -0.4206  0.000
H 4.6689 0.5653 -0.8057  0.000
H 4.4870 1.6079 -2.2287  0.001
H 4.4314 -0.1449 -2.4186  0.000
H 2.9581 2.2171 0.0031  0.000
H 1.2840 2.0931 -0.5236  0.002
H 2.4628 2.9174 -1.5559  0.000
H 2.1834 -0.2168 -3.4702  0.000
H 2.3305 1.5459 -3.5475  0.000
H 0.8733 0.7929 -2.8676  0.000
H 0.5752 -1.6216 4.1570  0.000
H -0.5416 -2.6993 3.2946  0.000
H -0.9717 -2.0743 4.8904  0.000
H -0.1479 0.9133 4.5261  0.000
H -1.5474 0.1387 5.2967  0.000
H -1.8060 1.3556 4.0511  0.000
H -2.7504 -1.8720 2.5037  0.004
H -3.1691 -0.1706 2.5433  0.002
H -3.1291 -1.0908 4.0558  0.000
C -3.1442 -4.5615 -3.2993  0.000
N -1.7568 -4.1823 -3.1323  0.001
C -1.3123 -2.9164 -3.2366  0.014
N -2.1028 -2.0286 -3.8067  -0.006
S 0.2555 -2.5075 -2.6642  0.017
H -3.2409 -5.6177 -3.0554  0.000
H -3.4694 -4.4257 -4.3333  0.000
H -3.7952 -3.9862 -2.6346  -0.002
H -1.1626 -4.7775 -2.5863  0.000
H -3.0819 -2.2485 -3.8947  0.000
H -1.9015 -1.0255 -3.6186  0.000
Se -2.5058 -1.7120 -0.2229  -0.134
C 2.0685 7.4426 0.5531  0.000
C 1.0703 6.9029 -0.4399  0.000
C 0.8085 7.6009 -1.6113  0.000
C -0.1101 7.1154 -2.5330  0.000
C -0.7421 5.9085 -2.3024  0.000
C -0.4804 5.1887 -1.1372  0.000
N -1.0871 3.9273 -0.9290  0.000
C -2.4039 3.6524 -1.2838  0.000
C -3.3880 4.6346 -1.1142  0.000
C -4.7121 4.3703 -1.4078  0.000
C -5.0902 3.1174 -1.8770  0.000
C -4.1142 2.1546 -2.0697  0.001
C -2.7729 2.3976 -1.7842  0.003
C -1.7955 1.2805 -2.0944  0.006
O -2.0107 0.6957 -3.1663  0.004
O -0.8764 1.0158 -1.2573  0.031
C 0.3994 5.6992 -0.1768  0.000
C 0.6001 4.9967 1.1400  0.000
H 2.6324 8.2682 0.1193  0.000
H 2.7755 6.6718 0.8644  0.000
H 1.5800 7.8094 1.4598  0.000
H 1.3280 8.5335 -1.8015  0.000
H -0.3152 7.6682 -3.4415  0.000
H -1.4338 5.4977 -3.0270  0.000
H -0.4848 3.1193 -0.9603  0.000
H -3.0940 5.6065 -0.7375  0.000
H -5.4550 5.1456 -1.2618  0.000
H -6.1275 2.8995 -2.0970  0.000
H -4.3717 1.1779 -2.4580  0.000
H -0.2169 4.3025 1.3282  0.000
H 0.6376 5.7208 1.9555  0.000
H 1.5307 4.4254 1.1769  0.000
C -2.2479 -5.2339 1.3743  0.004
N -1.2870 -5.6701 0.3719  0.007
C -0.1186 -5.0160 0.1322  0.015
Se 0.5039 -3.5847 1.0396  0.018
N 0.4709 -5.6594 -0.9111  0.007
C -0.2917 -6.7436 -1.3181  0.000
C -0.1159 -7.6895 -2.3122  0.001
C -1.1014 -8.6567 -2.4494  0.001
C -2.2204 -8.6754 -1.6129  0.001
C -2.3947 -7.7242 -0.6165  0.001
C -1.4162 -6.7531 -0.4884  0.000
H -2.3357 -4.1486 1.3168  0.004
H -1.9158 -5.5198 2.3729  0.000
H -3.2080 -5.6958 1.1533  0.000
H 1.2773 -5.2613 -1.3678  0.000
H 0.7514 -7.6696 -2.9587  0.000
H -0.9979 -9.4121 -3.2166  0.000
H -2.9687 -9.4457 -1.7435  0.000
H -3.2615 -7.7421 0.0303  0.000

# 3
# C10H14N3S

2 unconnected molecules or ions with the total composition C10H14N3S (the ωB97M-V functional and the def2-TZVPD basis, the OMol25 dataset).

Values from the calculation:
Relative energy (zero: lowest compared OMol25 entry of this formula, charge and spin)   4.920 eV
HOMO   -10.75 eV
Charge   +1
HOMO-LUMO gap   6.159 eV
Total energy   -25890.293 eV

Each line ends with the natural charge from an NBO analysis.
Atoms and positions in Å:
C 1.9425 -2.1327 0.5394  -0.053
C 1.6964 -0.8856 0.9405  -0.034
C 3.4968 -0.8332 -0.2819  0.304
C -0.3763 0.7272 -0.8556  -0.330
C -1.2858 1.1821 0.0436  0.039
C -3.2811 -0.0418 0.5048  0.219
C 3.0121 1.2229 0.8659  -0.020
C -3.8838 -1.1148 1.3415  -0.666
C 0.6603 1.7281 -1.2439  -0.213
C 1.6964 1.4355 -2.0617  -0.437
N -2.1170 0.3912 0.7164  -0.444
N 3.0076 -2.0548 -0.2708  -0.445
N 2.6344 -0.0527 0.4514  -0.413
S 1.8445 2.0131 1.8399  0.182
H 1.4398 -3.1159 0.7314  0.267
H 0.8806 -0.7150 1.6076  0.273
H 4.4154 -0.3990 -0.6109  0.274
H -0.3206 -0.2599 -1.2123  0.209
H -1.2130 2.1611 0.1778  0.198
H -4.0137 0.1091 -0.3602  0.167
H -4.2290 -1.9041 0.7999  0.233
H -4.7604 -0.8494 1.7344  0.236
H -3.2650 -1.3880 2.0983  0.218
H 0.6968 2.7887 -0.9397  0.223
H 2.7250 2.8463 2.3988  0.172
H 1.9034 0.6211 -2.6448  0.182
H 2.4952 2.0886 -2.2066  0.197
H 3.4113 -2.8754 -0.7316  0.462

What F_max values result from the calculations? In sequence: 0.0101 0.0171 0.0942 hartree/bohr.